1.
Entry from OMol25: a single C4H7ClN2S molecule (ωB97M-V/def2-TZVPD).

HOMO = -8.435 eV
Net charge = 0
Structure (SMILES) = C/C(CCl)=N/NC=S
Energy relative to the best compared isomer or geometry (same formula, charge and spin) = 157.0 kJ/mol

Geometry as XYZ:
```
15
Properties=species:S:1:pos:R:3:forces:R:3
C -0.9899 1.9128 -0.3869 0.975 -0.242 -1.998
C -0.5086 0.4978 -0.1103 1.387 1.641 0.646
C -1.4766 -0.4249 0.6043 0.117 0.783 0.230
Cl -1.8813 -1.7806 -0.5089 -0.006 -0.192 0.547
N 0.7668 0.3466 -0.2938 -1.456 -0.703 -0.074
N 1.2172 -0.9154 -0.0468 1.811 -0.304 0.152
C 2.5475 -1.3050 -0.0198 -0.678 0.691 0.050
S 3.9196 -0.4133 -0.2630 -1.288 -0.858 0.305
H -1.6039 2.2468 0.4463 -0.221 0.318 -0.315
H -0.0587 2.5530 -0.5279 -1.350 -0.700 0.327
H -1.5179 1.9026 -1.4177 0.358 0.252 1.848
H -2.4109 0.1539 0.7651 0.568 -0.631 -0.089
H -1.0686 -0.7093 1.6250 -0.424 -0.269 -1.431
H 0.5880 -1.6895 -0.1279 -0.594 -0.218 0.154
H 2.4773 -2.3754 0.2623 0.801 0.432 -0.351
```
Forces are in eV/Å.

2.
Entry from OMol25: a single C4H7ClO molecule (ωB97M-V/def2-TZVPD).

HOMO = -9.806 eV
Net charge = 0
Structure (SMILES) = C/C=C(\Cl)CO
Energy relative to the best compared isomer or geometry (same formula, charge and spin) = 123.4 kJ/mol

Geometry as XYZ:
```
13
Properties=species:S:1:pos:R:3:forces:R:3
C 1.7323 1.0590 -0.0047 0.872 1.632 -1.050
C 0.2889 0.6242 -0.0571 1.893 1.559 -0.027
C -0.1136 -0.6030 -0.0075 1.636 -2.548 0.017
Cl 1.0809 -2.0215 -0.1232 -0.992 1.559 0.276
C -1.4690 -1.0800 0.2054 -0.683 -1.288 -1.268
O -2.4012 -0.1166 -0.2125 -0.760 -0.678 0.882
H 1.8612 2.2001 -0.0839 -0.501 -1.642 -0.058
H 2.3862 0.6291 -0.8218 -0.782 0.205 1.070
H 2.1310 0.8329 0.9833 0.221 -0.349 -0.113
H -0.4227 1.4254 -0.0108 -0.479 0.133 0.174
H -1.5988 -1.3330 1.2262 -0.321 0.051 1.280
H -1.5735 -2.0549 -0.3099 -0.258 0.479 -0.165
H -1.9017 0.4383 -0.7836 0.151 0.887 -1.018
```
Forces are in eV/Å.

3.
Entry from OMol25: 2 unconnected molecules or ions with the total composition C4H7ClO (ωB97M-V/def2-TZVPD).

HOMO (alpha / beta) = -8.552 / -7.291 eV
Net charge = 0
Energy relative to the best compared isomer or geometry (same formula, charge and spin) = 442.5 kJ/mol

Geometry as XYZ:
```
13
Properties=species:S:1:pos:R:3:forces:R:3
C 1.9670 2.0153 0.3884 -0.849 -1.106 -3.363
C -0.4378 -1.3292 0.5765 -5.398 1.229 2.633
C -0.8882 0.6776 -0.7966 0.644 2.397 -0.593
C -0.8374 0.1519 0.5873 0.921 -0.369 -1.042
O 2.0469 1.5735 -0.7383 0.513 1.335 3.521
Cl -1.5933 0.9927 1.8718 0.080 -0.506 0.006
H 2.7011 2.0943 1.2055 0.544 -0.197 -0.112
H 0.3317 -1.5154 -0.0201 3.417 -0.528 -2.583
H -1.3082 -2.0047 0.2361 0.984 1.003 0.331
H -0.2426 -1.6105 1.5766 0.473 -0.614 1.063
H -1.3162 1.6858 -1.0887 -0.117 -1.149 1.127
H 0.1082 0.7984 -1.2738 -0.350 -0.653 0.481
H -1.4018 -0.0917 -1.2931 -0.861 -0.842 -1.469
```
Forces are in eV/Å.

4.
Entry from OMol25: a single C4H7ClO2 molecule (ωB97M-V/def2-TZVPD).

HOMO = -9.818 eV
Net charge = 0
Structure (SMILES) = C[C@@]1(Cl)CCOO1
Energy relative to the best compared isomer or geometry (same formula, charge and spin) = 323.9 kJ/mol

Geometry as XYZ:
```
14
Properties=species:S:1:pos:R:3:forces:R:3
C -0.4088 -1.5402 -1.0121 0.130 1.283 1.739
C -0.6945 -0.3226 -0.1704 1.354 2.663 0.889
Cl -2.2982 -0.3962 0.7738 1.083 0.065 -0.923
C 0.4997 -0.0675 0.8830 0.531 2.659 -4.460
C 0.7993 1.4980 0.6004 -0.125 0.579 -0.158
O -0.2892 1.9635 -0.1835 -0.619 0.255 0.337
O -0.6147 0.9092 -1.0522 -0.412 -2.567 1.179
H -1.3008 -1.7848 -1.4851 -1.438 -1.021 -0.979
H -0.0843 -2.2566 -0.2458 0.062 -0.358 -0.969
H 0.3112 -1.1985 -1.7402 0.564 -0.461 -0.079
H 1.4036 -0.5689 0.3977 -1.209 0.086 1.689
H 0.2032 -0.1294 1.8714 -0.166 -1.163 1.886
H 0.7857 2.3166 1.4353 0.449 -2.039 -1.085
H 1.6876 1.5775 -0.0723 -0.202 0.020 0.934
```
Forces are in eV/Å.

5.
Entry from OMol25: a single C4H7ClOS molecule (ωB97M-V/def2-TZVPD).

HOMO = -9.772 eV
Net charge = 0
Structure (SMILES) = CCCSC(=O)Cl
Energy relative to the best compared isomer or geometry (same formula, charge and spin) = 225.9 kJ/mol

Geometry as XYZ:
```
14
Properties=species:S:1:pos:R:3:forces:R:3
C 1.3254 0.0322 -0.8730 -9.798 -2.634 -0.805
C 0.9730 -0.7303 0.4149 -2.021 7.686 1.152
C -0.4980 -0.8445 0.8030 -1.901 -5.350 -4.634
S -1.7708 -0.2804 -0.4742 1.054 0.605 1.381
C -1.5555 1.4657 -0.0543 0.293 -2.443 -0.161
O -0.8378 1.8531 0.7966 0.260 0.709 0.546
Cl -2.4649 2.4223 -1.1087 -0.869 1.257 -0.835
H 0.9825 1.0716 -1.0863 -0.615 -0.771 1.010
H 0.7103 -0.6752 -1.6528 1.953 2.020 0.991
H 2.2292 0.1293 -1.1026 7.925 -0.294 -1.627
H 1.4263 -0.1700 1.2387 0.106 -0.178 0.205
H 1.2740 -1.6327 0.4798 2.889 -6.142 -0.314
H -0.8687 -0.5477 1.6678 -0.926 2.224 3.948
H -0.9248 -2.0935 0.9511 1.651 3.310 -0.855
```
Forces are in eV/Å.

6.
Entry from OMol25: 3 unconnected molecules or ions with the total composition C4H7ClOS (ωB97M-V/def2-TZVPD).

HOMO = -9.636 eV
Net charge = 0
Energy relative to the best compared isomer or geometry (same formula, charge and spin) = 387.2 kJ/mol

Geometry as XYZ:
```
14
Properties=species:S:1:pos:R:3:forces:R:3
C -1.1575 2.0816 0.2913 -3.572 1.470 -0.393
C -0.2665 -1.2811 -0.0598 -1.689 -0.251 1.149
C -1.1130 -1.8046 1.0283 -1.812 -0.992 -1.167
C 0.0854 -0.7933 -1.0860 1.675 1.394 -2.358
O 0.7629 2.3927 -1.3331 -0.044 -0.659 0.734
S 0.3903 2.1381 0.0809 1.443 0.687 -0.821
Cl 3.6463 -0.2557 -0.5033 1.704 -1.026 -0.689
H -1.8573 2.2054 -0.6084 1.236 -0.351 1.264
H -1.7069 -2.7275 0.5392 1.341 1.895 1.507
H -1.9013 -1.0687 1.4067 1.148 -0.768 -0.786
H -0.5203 -2.0917 1.8803 0.069 -0.472 0.262
H -1.6472 2.3665 1.2592 0.894 -0.998 -0.683
H 0.5334 -0.2487 -1.9511 -0.697 -0.957 1.292
H 4.7517 -0.9131 -0.9443 -1.695 1.027 0.688
```
Forces are in eV/Å.

7.
Entry from OMol25: a gas-phase ion, C4H7ClP (charge +1) (ωB97M-V/def2-TZVPD).

HOMO (alpha / beta) = -13.906 / -13.884 eV
Net charge = +1
Energy relative to the best compared isomer or geometry (same formula, charge and spin) = 433.9 kJ/mol

Geometry as XYZ:
```
13
Properties=species:S:1:pos:R:3:forces:R:3
C -0.6334 -1.2007 1.2772 -1.596 -0.237 -0.799
C -0.3943 0.2195 -0.7840 1.005 0.551 0.026
C -1.7420 0.8659 -0.8806 1.515 2.077 -0.435
C 2.1223 -0.3463 0.7834 2.760 0.672 -1.331
P 0.3753 0.0370 0.7825 -0.214 -0.226 -0.123
Cl 0.5147 -0.3172 -2.1429 -1.092 0.420 0.689
H -1.7387 -1.2529 0.9539 1.704 0.214 0.756
H -1.7113 2.0586 -0.9216 0.490 -2.365 -1.026
H -2.1753 0.8789 0.0713 -0.957 -0.801 1.530
H -2.3258 0.3636 -1.6215 -0.613 0.235 -0.534
H 2.4810 -0.7004 1.7325 -0.578 -0.363 0.848
H 2.8395 0.6118 0.6903 -1.908 -2.027 -0.505
H 2.3881 -1.2176 0.0595 -0.517 1.851 0.904
```
Forces are in eV/Å.

8.
Entry from OMol25: a single C4H7ClS molecule (ωB97M-V/def2-TZVPD).

HOMO = -8.532 eV
Net charge = 0
Structure (SMILES) = CSC/C=C\Cl
Energy relative to the best compared isomer or geometry (same formula, charge and spin) = 63.4 kJ/mol

Geometry as XYZ:
```
13
Properties=species:S:1:pos:R:3:forces:R:3
C -1.5780 1.5010 0.3065 1.596 -1.646 2.824
S -2.0956 -0.2112 -0.0479 -0.570 0.629 -1.127
C -0.5481 -0.7999 -0.7868 0.663 -1.316 -0.321
C 0.2615 -1.1100 0.3973 1.742 -0.384 1.133
C 1.4496 -0.5909 0.7573 -0.523 -1.872 0.569
Cl 2.2967 0.5198 -0.2650 0.193 0.121 0.293
H -1.0474 1.9271 -0.4969 0.163 0.649 -1.183
H -2.4242 2.0607 0.6650 -0.279 0.231 -0.149
H -0.8042 1.4255 1.1740 -1.316 0.313 -1.309
H -0.6239 -1.7740 -1.3700 -0.669 1.195 0.663
H 0.0360 -0.1415 -1.4326 -0.713 0.461 -0.054
H -0.1559 -1.8786 1.0596 0.234 0.343 -0.151
H 1.9945 -1.0789 1.6261 -0.521 1.276 -1.189
```
Forces are in eV/Å.

9.
Entry from OMol25: a single C4H7ClS molecule (ωB97M-V/def2-TZVPD).

HOMO = -8.363 eV
Net charge = 0
Structure (SMILES) = C=C(CCl)SC
Energy relative to the best compared isomer or geometry (same formula, charge and spin) = 38.0 kJ/mol

Geometry as XYZ:
```
13
Properties=species:S:1:pos:R:3:forces:R:3
C 1.8742 0.5794 -0.8248 0.845 -0.217 -0.269
C 0.6759 0.1972 -0.4154 -0.074 -0.760 -0.040
C 0.2980 -1.3076 -0.2639 0.718 1.987 1.228
Cl -0.9964 -1.7573 -1.3118 -1.081 -0.344 -0.995
S -0.4645 1.5234 -0.1587 -0.547 -0.458 -0.072
C -1.6205 0.7894 1.0058 0.115 -0.408 -0.363
H 2.7140 -0.0966 -0.9446 -0.284 -0.261 -0.280
H 2.1032 1.6092 -1.0729 -0.080 0.099 0.404
H -0.0540 -1.4852 0.7600 0.361 -0.165 -0.239
H 1.1494 -1.9228 -0.5181 0.241 0.001 0.202
H -1.8412 -0.2401 0.7880 -0.044 -0.408 -0.432
H -2.5513 1.2989 0.9451 -0.706 0.652 -0.133
H -1.2869 0.8121 2.0113 0.535 0.284 0.990
```
Forces are in eV/Å.

10.
Entry from OMol25: a molecular structure, C4H7ClS (ωB97M-V/def2-TZVPD).

HOMO = -8.563 eV
Net charge = 0
Energy relative to the best compared isomer or geometry (same formula, charge and spin) = 252.9 kJ/mol

Geometry as XYZ:
```
13
Properties=species:S:1:pos:R:3:forces:R:3
C 1.4504 0.9019 0.0815 -0.294 2.985 -0.326
C 0.2380 0.7211 -0.3747 -2.701 -3.332 -0.741
C -0.9164 1.6452 -0.6989 -0.934 2.093 -1.503
C -0.2271 -2.1978 0.7325 -0.827 -2.727 -0.165
S -0.5220 -1.4169 -0.8276 1.654 4.356 0.647
Cl 2.6580 -0.0672 0.7432 0.284 -0.844 -0.128
H 1.7357 1.9955 0.0617 -0.171 -1.149 0.368
H -0.7383 2.3465 -1.5642 0.685 -0.823 0.382
H -1.2779 2.4720 0.0083 0.787 -1.774 0.006
H -1.8238 1.1350 -1.1096 0.886 -0.007 0.927
H -0.0045 -3.1873 0.2459 0.022 0.245 1.212
H -1.1731 -2.3634 1.2923 0.671 0.455 -0.152
H 0.6009 -1.9845 1.4097 -0.063 0.522 -0.526
```
Forces are in eV/Å.

11.
Entry from OMol25: 2 unconnected molecules or ions with the total composition C4H7F2N (ωB97M-V/def2-TZVPD).

HOMO = -9.479 eV
Net charge = 0
Energy relative to the best compared isomer or geometry (same formula, charge and spin) = 249.1 kJ/mol

Geometry as XYZ:
```
14
Properties=species:S:1:pos:R:3:forces:R:3
C -0.2071 1.3666 -2.3124 -1.180 -0.818 -0.079
C -0.2026 0.1040 -1.9206 1.746 -0.282 3.058
C -0.0290 -0.8785 2.1641 -1.521 -1.434 1.358
C 0.5578 -0.1402 0.0381 -0.432 1.242 -6.522
N -0.4495 -0.5559 0.8134 0.195 -0.759 2.020
F 1.5786 -1.0217 -0.0346 -0.485 -0.261 0.233
F 1.2197 1.0517 0.2487 -0.909 -0.213 0.535
H -0.5608 1.6617 -3.2842 0.032 -0.179 -0.579
H -0.1670 2.1940 -1.6449 0.740 0.390 0.678
H -0.4214 -0.8004 -2.5308 0.345 0.725 0.712
H -1.0187 -1.0693 2.7385 1.824 -0.661 -0.829
H 0.7384 -1.7025 2.1306 -1.164 0.698 0.480
H 0.3276 -0.0408 2.7195 0.884 0.811 0.165
H -1.3660 -0.1688 0.8747 -0.075 0.741 -1.230
```
Forces are in eV/Å.

12.
Entry from OMol25: a single C4H7F2NO molecule (ωB97M-V/def2-TZVPD).

HOMO = -9.756 eV
Net charge = 0
Structure (SMILES) = CCC(F)(F)C(N)=O
Energy relative to the best compared isomer or geometry (same formula, charge and spin) = 63.7 kJ/mol

Geometry as XYZ:
```
15
Properties=species:S:1:pos:R:3:forces:R:3
C -0.9764 -1.0499 1.1147 2.140 1.097 -1.354
C -1.3933 0.2522 0.3630 0.768 -1.863 -1.673
C -0.2345 0.9536 -0.2854 2.626 -2.344 -0.756
F -0.6135 1.5122 -1.4226 -0.915 2.041 -0.620
F 0.1962 1.8980 0.6462 0.558 -0.268 -1.110
C 1.0212 -0.0258 -1.0573 -3.962 1.718 1.802
N 2.2137 -0.0718 -0.5775 4.649 1.181 2.258
O 0.6431 -0.6284 -1.9997 -0.860 -1.169 -1.738
H -0.2021 -0.8745 1.9087 -0.874 -0.024 -0.595
H -0.5038 -1.7694 0.3651 -0.886 0.809 0.995
H -1.8713 -1.4086 1.5122 -1.128 -1.157 0.893
H -2.1389 -0.0086 -0.4522 0.817 0.411 1.103
H -1.6990 1.0720 0.9517 -1.351 0.342 1.209
H 2.5946 0.6608 0.0445 -0.897 -0.719 -0.401
H 2.9640 -0.5119 -1.1115 -0.686 -0.055 -0.013
```
Forces are in eV/Å.